{
  "formula": "C29H48N5O3PRuSSi",
  "method": "ωB97M-V/def2-TZVPD",
  "elements": ["Ru", "C", "O", "C", "C", "C", "C", "C", "C", "O", "C", "O", "C", "H", "H", "H", "H", "H", "H", "H", "H", "H", "C", "Si", "C", "C", "C", "C", "C", "C", "N", "C", "S", "H", "H", "H", "H", "H", "H", "H", "H", "H", "H", "H", "H", "C", "C", "P", "C", "C", "C", "C", "H", "H", "H", "H", "H", "H", "H", "H", "H", "H", "H", "H", "H", "H", "H", "C", "N", "C", "N", "C", "N", "C", "N", "C", "C", "H", "H", "H", "H", "H", "H", "H", "H", "H", "H", "H", "H"],
  "xyz": [[-0.0670, -0.1630, 0.2689], [1.1409, -0.5206, 7.0053], [0.4252, -1.7022, 6.6388], [0.0039, -1.8478, 5.3927], [-0.7088, -3.0385, 5.1283], [-1.2010, -3.2652, 3.8823], [-1.0014, -2.3558, 2.8098], [-1.5524, -2.6432, 1.5204], [-2.4850, -3.8016, 1.3307], [-1.2876, -1.9740, 0.4875], [-0.2683, -1.1734, 3.0950], [-0.0452, -0.2272, 2.1838], [0.2184, -0.9213, 4.3763], [1.3805, -0.6383, 8.0561], [0.5176, 0.3634, 6.8661], [2.0622, -0.4354, 6.4271], [-0.8546, -3.7398, 5.9373], [-1.7515, -4.1773, 3.7017], [-1.9400, -4.7416, 1.4431], [-2.9012, -3.7616, 0.3280], [-3.2854, -3.7967, 2.0693], [0.7357, 0.0092, 4.5549], [1.4964, -0.9934, -5.2233], [0.4793, 0.5767, -5.2182], [0.9671, 1.7043, -6.6186], [-1.3589, 0.2433, -5.2560], [0.8937, 1.5015, -3.5860], [1.5019, 2.7608, -3.6070], [1.8155, 3.4358, -2.4352], [1.5180, 2.8357, -1.2230], [0.9420, 1.6379, -1.1613], [0.6415, 1.0048, -2.3079], [-0.1394, -0.5521, -1.9995], [1.3654, -1.5196, -6.1711], [1.2051, -1.6838, -4.4294], [2.5614, -0.7753, -5.1176], [0.6154, 1.2715, -7.5578], [2.0479, 1.8273, -6.7063], [0.5121, 2.6939, -6.5417], [-1.6041, -0.2970, -6.1733], [-1.9248, 1.1773, -5.2740], [-1.7185, -0.3608, -4.4222], [1.7377, 3.2238, -4.5569], [2.2832, 4.4099, -2.4567], [1.7443, 3.3189, -0.2797], [4.5627, -1.3983, -1.3012], [3.0803, -1.0384, -1.4027], [2.2887, -0.7359, 0.2089], [2.5087, -2.2587, 1.1844], [1.8982, -3.5010, 0.5412], [3.3134, 0.5466, 1.0041], [2.6770, 1.3221, 2.1522], [4.9602, -1.5687, -2.3006], [4.7225, -2.3124, -0.7299], [5.1490, -0.5999, -0.8477], [2.5184, -1.8393, -1.8890], [2.9417, -0.1429, -2.0121], [2.1042, -2.0634, 2.1811], [3.5877, -2.3859, 1.3112], [0.8560, -3.3476, 0.2592], [1.9446, -4.3376, 1.2367], [2.4477, -3.7910, -0.3546], [3.6297, 1.2180, 0.2010], [4.2191, 0.0389, 1.3473], [1.6938, 1.7154, 1.8886], [3.3169, 2.1601, 2.4248], [2.5552, 0.6941, 3.0344], [-3.0385, 0.4261, -0.5911], [-4.2712, 1.1556, -0.5031], [-4.0657, 2.5157, -1.0068], [-3.0521, 3.2148, -0.2121], [-1.8097, 2.4948, -0.2921], [-1.9378, 1.0810, 0.2222], [-2.4626, 1.1922, 1.6459], [-3.7014, 1.9155, 1.7099], [-4.7044, 1.2286, 0.8931], [-3.4998, 3.2662, 1.1809], [-2.7005, 0.3942, -1.6281], [-3.1656, -0.5918, -0.2240], [-5.0046, 3.0647, -0.9542], [-3.7448, 2.4717, -2.0490], [-1.0469, 2.9982, 0.3037], [-1.4867, 2.4436, -1.3323], [-1.6995, 1.6940, 2.2411], [-2.6066, 0.1800, 2.0274], [-5.6484, 1.7684, 0.9501], [-4.8563, 0.2191, 1.2793], [-2.7532, 3.7846, 1.7847], [-4.4366, 3.8188, 1.2365]],
  "orbital_gap_ha": [0.28725, 0.20166],
  "e_homo_ha": [-0.510, -0.508],
  "relative_energy_kcal_mol": 0.0,
  "spin_multiplicity": 5,
  "lumo_ev": [-6.052, -8.347],
  "max_force_ev_per_a": 0.4,
  "charge": 2
}